Molecular formula: C32H43MoN6O3
Method: DFT, ωB97M-V/def2-TZVPD

Each line ends with the Löwdin charge.
Positions of all 85 atoms, in Å:
Mo1 -0.9096 0.5681 -0.8471  1.78
C1 -0.3951 -1.7192 -3.6473  -0.04
C2 -1.9157 -1.8885 -3.5502  -0.36
C3 -2.6207 -0.8611 -4.4286  -0.05
C4 -2.3110 -1.8272 -2.0913  -0.21
C5 -2.8858 -0.6771 -1.5219  -0.15
C6 -3.1570 -0.5841 -0.1405  -0.11
C7 -2.9217 -1.6920 0.6933  -0.27
C8 -3.3185 -1.6752 2.1436  -0.03
C9 -2.3821 -2.8343 0.1176  -0.01
C10 -2.0739 -2.8979 -1.2376  0.01
H1 -0.0569 -1.7900 -4.6807  0.10
H2 0.1438 -2.4605 -3.0551  0.09
H3 -0.1062 -0.7180 -3.2834  0.06
H4 -2.1750 -2.8874 -3.9107  0.15
H5 -2.3320 0.1623 -4.1622  0.07
H6 -3.7063 -0.9451 -4.3690  0.10
H7 -2.3341 -1.0060 -5.4690  0.10
H8 -3.2478 0.1127 -2.1743  0.10
H9 -3.7369 0.2568 0.2257  0.13
H10 -4.0391 -2.4677 2.3482  0.11
H11 -3.7960 -0.7355 2.4254  0.08
H12 -2.4611 -1.8574 2.7978  0.09
H13 -2.2321 -3.7133 0.7337  0.13
H14 -1.6665 -3.8164 -1.6445  0.14
C11 -3.5369 3.2701 -2.7445  -0.03
O1 -2.6246 3.9615 -3.5908  -0.02
C12 -1.3088 3.7269 -3.6022  -0.20
C13 -0.5870 4.5414 -4.4990  0.07
C14 0.7738 4.4405 -4.6471  -0.01
C15 1.4870 3.5080 -3.8961  0.01
C16 0.8156 2.6886 -3.0021  -0.15
C17 1.5990 1.7311 -2.2543  -0.03
N1 1.1400 0.9291 -1.3557  -0.11
N2 2.0531 -0.0044 -0.8683  0.14
C18 1.4311 -0.9518 -0.2750  -0.36
O2 0.0866 -0.8446 -0.1324  -0.23
C19 2.0735 -2.1881 0.1708  -0.18
C20 3.3978 -2.4491 -0.1862  -0.01
C21 3.9919 -3.6344 0.2132  -0.05
C22 3.2707 -4.5582 0.9624  -0.06
C23 1.9546 -4.2949 1.3238  -0.06
C24 1.3539 -3.1097 0.9306  -0.03
C25 -0.5851 2.7983 -2.8653  -0.18
O3 -1.1988 1.9571 -1.9581  -0.27
H15 -4.5054 3.7160 -2.9456  0.11
H16 -3.5738 2.2089 -2.9985  0.08
H17 -3.2856 3.4101 -1.6924  0.10
H18 -1.1624 5.2547 -5.0748  0.15
H19 1.2875 5.0822 -5.3486  0.13
H20 2.5595 3.4155 -4.0059  0.13
H21 2.6591 1.6571 -2.4792  0.15
H22 3.9403 -1.7349 -0.7909  0.12
H23 5.0094 -3.8518 -0.0826  0.12
H24 3.7299 -5.4963 1.2463  0.12
H25 1.3928 -5.0239 1.8930  0.12
H26 0.3277 -2.8974 1.1992  0.10
N3 4.7561 -2.3170 5.6913  0.20
C26 4.3633 -1.2986 4.6406  -0.13
C27 2.9101 -1.4920 4.1960  -0.27
N4 2.4686 -0.5116 3.2217  0.02
H27 5.7213 -2.1800 6.0030  0.18
H28 4.6830 -3.2724 5.3334  0.18
H29 4.1570 -2.2519 6.5182  0.18
H30 5.0576 -1.4238 3.8113  0.14
H31 4.5207 -0.3184 5.0878  0.14
H32 2.2526 -1.4404 5.0683  0.12
H33 2.7902 -2.4874 3.7583  0.11
H34 3.0024 -0.5715 2.3621  0.07
H35 2.5461 0.4346 3.5757  0.08
C28 -2.4291 2.0271 4.1995  0.02
C29 -1.6955 2.2295 2.9218  -0.25
C30 -0.9687 3.3074 2.4498  0.05
C31 -0.4509 2.9332 1.2137  -0.28
N5 -0.8402 1.6714 0.9239  -0.08
N6 -1.6257 1.2855 1.9742  0.07
C32 0.3617 3.7863 0.3072  0.01
H36 -2.6288 2.9875 4.6677  0.10
H37 -1.8348 1.4304 4.8929  0.10
H38 -3.3796 1.5195 4.0378  0.09
H39 -0.8360 4.2583 2.9370  0.14
H40 -1.9356 0.3289 2.0436  0.12
H41 0.9540 4.4809 0.8993  0.10
H42 -0.2839 4.3804 -0.3425  0.10
H43 1.0347 3.2007 -0.3093  0.06

Values from the calculation:
net charge	+3
E_tot	-1866.7530	a.u.
2S+1	1
lowest unoccupied orbital energy (alpha / beta)	-9.08 / -8.96	eV
relative energy (zero: lowest compared OMol25 entry of this formula, charge and spin)	0.0	kcal/mol

=====

Molecular formula: N5O16V
Method: DFT, ωB97M-V/def2-TZVPD

Each line ends with the Mulliken spin population.
Positions of all 22 atoms, in Å:
O1 0.1340 -2.0210 -1.5845  -0.12
V1 0.1482 -0.8136 -0.4888  2.08
N1 3.1632 0.1731 -1.3047  0.00
O2 3.9757 -0.0371 -2.1345  0.01
O3 2.9033 1.3034 -0.9357  0.01
O4 2.3448 -0.7129 -0.8416  0.01
N2 -0.3081 1.6950 -2.6905  0.00
O5 0.8500 1.9493 -2.8063  0.01
O6 -0.3841 0.5965 -2.2228  -0.01
O7 -1.1949 2.5121 -3.0837  0.00
N3 -3.0616 -1.0079 0.9851  0.01
O8 -3.5431 0.1409 0.9117  0.01
O9 -3.3990 -1.8577 1.7822  0.00
O10 -2.0960 -1.1733 0.1254  -0.01
N4 0.9572 -2.3671 2.5213  0.00
O11 1.9246 -2.2381 3.1053  0.00
O12 0.8646 -2.0201 1.3398  0.00
O13 -0.1212 -2.5021 3.0960  0.00
N5 -0.7605 2.1012 0.9985  0.00
O14 -0.1403 0.9965 0.9727  -0.01
O15 -1.5908 2.5050 0.1791  0.00
O16 -0.6660 2.7780 2.0761  0.00

Values from the calculation:
net charge	-4
E_tot	-2420.7527	a.u.
2S+1	3
lowest unoccupied orbital energy (alpha / beta)	10.04 / 10.03	eV
⟨S²⟩	2.0220

=====

Molecular formula: C11H13BClGaN
Method: DFT, ωB97M-V/def2-TZVPD

Each line ends with the natural charge from an NBO analysis.
Positions of all 28 atoms, in Å:
C1 0.8793 -1.9064 0.6820  -0.37
C2 0.9199 -1.5971 -0.7425  -0.43
C3 -0.4282 -1.7623 -1.2637  -0.30
H1 1.8271 -1.6936 -1.3285  0.26
C4 -1.2654 -2.1095 -0.1783  -0.32
C5 -0.4701 -2.2080 1.0014  -0.31
H2 -0.8557 -2.5253 1.9693  0.23
H3 1.7427 -2.1311 1.3158  0.25
H4 -0.7203 -1.8566 -2.3121  0.26
H5 -2.3022 -2.4381 -0.2417  0.23
Ga1 0.0480 0.3200 0.0654  1.43
Cl1 1.5856 1.5179 -0.8456  -0.47
C6 0.1165 2.7458 -4.1348  -0.35
C7 -1.1151 2.1154 -4.4957  -0.33
C8 -0.8043 0.8875 -5.1598  -0.31
H6 -2.1121 2.5132 -4.3220  0.19
C9 0.6199 0.7626 -5.2145  -0.38
C10 1.1879 1.9113 -4.5805  -0.28
H7 2.2484 2.1266 -4.4800  0.19
H8 0.2236 3.7048 -3.6354  0.19
H9 -1.5224 0.1822 -5.5723  0.18
H10 1.1735 -0.0507 -5.6785  0.19
B1 -0.0976 0.1135 4.6923  -0.60
C11 -0.2332 0.4757 3.1923  0.51
N1 -0.3710 0.7315 2.0521  -0.73
H11 0.8981 -0.5480 4.8975  0.03
H12 -1.1804 -0.4267 4.9110  0.02
H13 0.0079 1.1449 5.3787  0.03

Values from the calculation:
net charge	-1
E_tot	-2891.4800	a.u.
2S+1	1
lowest unoccupied orbital energy (alpha / beta)	1.07 / 0.20	eV
relative energy (zero: lowest compared OMol25 entry of this formula, charge and spin)	5.9	kcal/mol

=====

Look up the E_tot of the first one.
-1866.7530 a.u.